[1]
The following is a DFT calculation (ωB97M-V with the def2-TZVPD basis set) of a structure of composition C17H40NbO14 in a non-equilibrium geometry.

```
! wB97M-V def2-TZVPD RIJCOSX def2/J DEFGRID3
* xyz -1 1
C 8.7867 0.4025 0.5282
C 8.5930 1.9597 0.6630
O 7.4153 2.3981 0.0056
C 6.2788 1.8894 0.7025
C 4.9675 2.6669 0.3250
O 4.1272 2.5459 1.4355
C 2.7683 2.8937 1.1120
Nb 1.6469 0.8979 0.7717
H 8.0833 -0.0768 1.2357
H 9.8367 0.1246 0.7166
H 8.4324 0.1321 -0.4841
H 9.4675 2.5167 0.2736
H 8.5573 2.1700 1.7580
H 6.0818 0.8195 0.5034
H 6.4269 2.0834 1.7899
H 4.5755 2.2002 -0.6006
H 5.2708 3.7134 0.1019
H 2.6622 3.6172 0.2773
H 2.3150 3.3145 2.0417
H 1.9580 1.1544 -1.0015
H 3.1761 -0.0919 0.8379
H 1.4738 0.6206 2.5859
H 0.0826 1.8713 0.7571
H 0.6388 -0.5633 0.3438
C -4.3126 1.4818 -1.1276
O -3.6388 0.6093 -0.2258
C -4.3593 -0.4433 0.1577
O -5.4831 -0.6958 -0.1879
O -3.6133 -1.1674 0.9894
C -4.2572 -2.3392 1.4834
H -3.6270 2.2929 -1.3634
H -4.5687 0.9601 -2.0505
H -5.2057 1.9011 -0.6637
H -4.5100 -3.0141 0.6656
H -5.1486 -2.0776 2.0534
H -3.5569 -2.8425 2.1457
C -1.5000 -3.4022 -5.4602
O -1.4633 -3.3052 -4.0414
C -1.4787 -2.0457 -3.5833
O -1.5211 -1.0556 -4.2626
O -1.4419 -2.0909 -2.2583
C -1.4515 -0.8030 -1.6203
H -1.4834 -4.4606 -5.7135
H -2.4169 -2.9624 -5.8536
H -0.6263 -2.9229 -5.9022
H -2.3623 -0.2657 -1.8627
H -0.5748 -0.2250 -1.9076
H -1.4201 -0.9626 -0.5482
C 0.6449 3.9207 -4.6656
O 0.6826 4.0352 -3.2473
C 0.6677 5.2885 -2.7990
O 0.6260 6.2831 -3.4750
O 0.7061 5.2451 -1.4691
C 0.6948 6.5220 -0.8406
H 0.6612 2.8596 -4.9038
H -0.2726 4.3553 -5.0635
H 1.5186 4.3943 -5.1139
H -0.2212 7.0624 -1.0812
H 1.5702 7.1030 -1.1317
H 0.7293 6.3526 0.2333
C -5.1555 -7.4206 2.9543
O -5.1165 -7.3273 4.3777
C -5.1351 -6.0757 4.8381
O -5.1806 -5.0807 4.1713
O -5.0936 -6.1250 6.1703
C -5.1063 -4.8432 6.7972
H -5.1360 -8.4776 2.6985
H -6.0743 -6.9828 2.5645
H -4.2844 -6.9374 2.5125
H -6.0232 -4.3056 6.5563
H -4.2334 -4.2614 6.5024
H -5.0697 -5.0080 7.8718
*
```

The HOMO energy comes out at -4.349 eV. For the molar mass, the calculation gives 561.399 g/mol. The largest force on an atom comes out at 2.07 eV/A. For the HOMO-LUMO gap, the calculation gives 6.450 eV.

[2]
The following is a DFT calculation (ωB97M-V with the def2-TZVPD basis set) of a structure of composition C61H54ClEuN2O2P3S in a non-equilibrium geometry.

```
! wB97M-V def2-TZVPD RIJCOSX def2/J DEFGRID3
* xyz 1 7
Eu -0.4855 0.3240 -0.3540
C -1.5410 -3.0371 -3.6759
C -0.2937 -2.2052 -3.9917
P 0.6850 -1.6993 -2.4982
C 2.1129 -0.8800 -3.3200
C 3.2432 -0.6077 -2.5498
C 4.3342 0.0504 -3.0924
C 4.3199 0.4428 -4.4232
C 3.2089 0.1652 -5.2035
C 2.1112 -0.4862 -4.6559
C 1.3904 -3.3648 -2.1526
C 2.5515 -3.8414 -2.7546
C 2.9800 -5.1406 -2.5232
C 2.2441 -5.9869 -1.7069
C 1.0799 -5.5261 -1.1108
C 0.6649 -4.2216 -1.3249
C -2.7875 -2.1646 -3.5441
P -2.5743 -0.6550 -2.4408
C -3.5932 -1.3147 -1.0584
C -3.0822 -2.4528 -0.4282
C -3.8043 -3.1017 0.5645
C -5.0458 -2.6100 0.9420
C -5.5481 -1.4658 0.3391
C -4.8266 -0.8143 -0.6519
C -3.6752 0.4752 -3.3652
C -3.1652 1.7145 -3.7459
C -3.9292 2.5876 -4.5044
C -5.2149 2.2331 -4.8815
C -5.7283 0.9971 -4.5137
C -4.9602 0.1165 -3.7687
H -1.3830 -3.6440 -2.7806
H -1.7086 -3.7392 -4.4946
H -0.6005 -1.2986 -4.5215
H 0.3911 -2.7678 -4.6265
H 3.2719 -0.9336 -1.5204
H 5.2006 0.2562 -2.4760
H 5.1700 0.9590 -4.8496
H 3.1953 0.4492 -6.2480
H 1.2592 -0.6776 -5.2943
H 3.1289 -3.2009 -3.4087
H 3.8884 -5.4929 -2.9948
H 2.5758 -7.0041 -1.5433
H 0.5049 -6.1833 -0.4699
H -0.2348 -3.8615 -0.8353
H -3.6306 -2.7599 -3.1932
H -3.0440 -1.7754 -4.5309
H -2.1288 -2.8562 -0.7604
H -3.4166 -4.0050 1.0232
H -5.6198 -3.1220 1.7033
H -6.5157 -1.0812 0.6354
H -5.2141 0.0915 -1.0995
H -2.1747 1.9979 -3.4132
H -3.5285 3.5520 -4.7891
H -5.8199 2.9215 -5.4567
H -6.7341 0.7223 -4.8041
H -5.3679 -0.8501 -3.4969
C 0.7676 4.8348 -0.9330
C 2.1128 4.9157 -0.6125
C 2.7624 3.7948 -0.1330
C 2.0878 2.5768 0.0120
C 0.7251 2.4493 -0.3276
C 0.1038 3.6239 -0.7875
C 2.8091 1.3951 0.5248
C 4.1258 1.5367 1.0443
C 4.8326 0.4560 1.4569
C 4.2403 -0.8219 1.3888
C 4.9094 -1.9868 1.8141
C 4.2854 -3.2013 1.7762
C 2.9684 -3.2846 1.2936
C 2.3065 -2.1677 0.8623
C 2.9107 -0.8956 0.9031
N 2.2090 0.2082 0.4843
H 0.2406 5.7089 -1.2962
H 2.6541 5.8453 -0.7330
H 3.8092 3.8948 0.1161
H -0.9552 3.5965 -1.0297
H 4.5682 2.5160 1.1242
H 5.8382 0.5582 1.8475
H 5.9277 -1.8944 2.1736
H 4.7951 -4.0972 2.1044
H 2.4805 -4.2478 1.2489
H 1.3054 -2.2403 0.4712
Cl -2.8566 0.1734 1.8759
C -2.9083 1.3423 3.1543
C -4.1269 1.6872 3.7091
C -4.1479 2.6051 4.7461
C -2.9647 3.1561 5.2144
C -1.7531 2.8061 4.6393
C -1.7047 1.8894 3.5915
P -0.1448 1.3988 2.7408
C 0.9151 2.7861 3.3034
C 0.7385 4.0011 2.6420
C 1.4368 5.1279 3.0422
C 2.3209 5.0530 4.1092
C 2.4946 3.8513 4.7786
C 1.7926 2.7210 4.3838
C 0.3995 0.0163 3.8196
C 1.7396 -0.3756 3.7498
C 2.1890 -1.4919 4.4369
C 1.3016 -2.2375 5.2020
C -0.0275 -1.8502 5.2890
C -0.4801 -0.7303 4.6025
H -5.0409 1.2473 3.3335
H -5.0926 2.8947 5.1865
H -2.9828 3.8694 6.0277
H -0.8405 3.2555 5.0058
H 0.0405 4.0595 1.8176
H 1.2949 6.0638 2.5174
H 2.8651 5.9335 4.4256
H 3.1695 3.7927 5.6231
H 1.9227 1.7983 4.9322
H 2.4351 0.2183 3.1705
H 3.2321 -1.7765 4.3773
H 1.6514 -3.1121 5.7348
H -0.7139 -2.4147 5.9073
H -1.5175 -0.4296 4.6875
O -0.6166 -1.7116 1.4307
H -1.4640 -2.0549 1.7376
H -0.0408 -1.6724 2.2106
O 0.1632 1.3348 -2.8790
H 0.1951 1.3472 -3.8400
H 0.5130 2.1863 -2.5750
S -4.5944 3.2004 -0.6055
C -3.3329 2.2431 -0.6782
N -2.4151 1.4970 -0.7313
*
```

The HOMO energy (spin up / spin down) comes out at -10.091 / -10.110 eV. For the molar mass, the calculation gives 1159.521 g/mol. The largest force on an atom comes out at 1.16 eV/A. For the HOMO-LUMO gap (spin up / spin down), the calculation gives 6.625 / 7.605 eV.